No. 1
21
Properties=species:S:1:pos:R:3 method="wB97M-V/def2-TZVPD" lumo_energy_ev=0.73 homo_lumo_gap_ev=9.83 e_tot_ha=-1182.2220
Cl -0.804 1.622 0.138
S 2.296 -0.136 0.690
N 2.228 -1.585 -0.182
N -3.741 1.372 1.314
N 0.643 -0.848 -1.845
C 1.389 -1.708 -1.292
C -3.409 0.782 0.026
C 2.812 -2.771 0.425
C -2.390 1.636 -0.704
H -2.720 2.675 -0.736
H 1.437 -2.714 -1.717
H -4.458 0.820 1.773
H -2.923 1.348 1.917
H -2.212 1.268 -1.715
H 0.691 0.051 -1.358
H 2.233 -3.116 1.291
H 2.841 -3.574 -0.318
H 1.233 -0.322 1.510
H -4.315 0.770 -0.591
H 3.835 -2.559 0.746
H -3.032 -0.254 0.074

***

No. 2
12
Properties=species:S:1:pos:R:3 method="wB97M-V/def2-TZVPD" s_squared=2.03 multiplicity=3 lumo_energy_ev="0.47 / -2.44" homo_lumo_gap_ev="6.34 / 7.91" relative_energy_kj_mol=130.9 e_tot_ha=-218.3801
O -0.044 2.113 -2.255
C 1.139 0.957 1.329
C -1.368 -1.851 0.066
C -0.143 -1.393 0.332
B 0.576 -0.133 0.690
H 0.520 -2.155 0.447
H 0.128 2.263 -1.335
H -2.154 -1.082 -0.149
H 0.877 1.936 1.182
H 2.061 1.046 2.036
H 0.132 1.162 -2.346
H -1.725 -2.862 0.006

***

No. 3
55
Properties=species:S:1:pos:R:3 method="wB97M-V/def2-TZVPD" total_charge=+4 lumo_energy_ev=-13.33 homo_lumo_gap_ev=4.27 relative_energy_kj_mol=0.0 e_tot_ha=-2969.5331
Hf 0.339 -0.014 0.029
S 7.464 -0.249 0.928
S -0.038 3.406 3.178
S -0.305 -2.999 3.554
S -3.214 -0.153 -4.802
N 0.060 1.531 1.395
N 2.405 -0.113 -0.206
N -0.060 -1.360 1.565
N -0.360 -3.639 0.975
N 0.321 -0.138 -2.102
N -0.052 3.743 0.542
C 2.697 -0.206 -1.556
C 3.314 -0.394 -4.302
C -0.245 -2.679 1.875
C 3.404 -0.101 0.705
C -1.570 -0.250 -5.324
C 4.310 -0.382 -3.393
C -0.466 -0.241 -4.395
C -3.780 -0.215 -6.410
C 0.037 1.762 3.710
C 0.874 -0.321 -4.798
C -0.091 -1.316 3.890
C -0.679 -0.150 -3.008
C 6.878 -0.092 3.411
C 1.640 -0.219 -2.524
C 0.012 -0.578 2.778
C -2.760 -0.314 -7.314
C 5.034 -0.271 -1.015
C 7.943 -0.185 2.554
C 5.648 -0.079 2.731
C 5.800 -0.163 1.358
C 4.027 -0.287 -1.985
C 4.758 -0.178 0.358
C -1.493 -0.335 -6.700
C 0.073 0.893 2.692
C -0.013 2.889 1.548
C 1.938 -0.312 -3.889
H 1.107 -0.394 -5.853
H -0.573 -0.407 -7.261
H 8.995 -0.217 2.796
H -2.914 -0.368 -8.381
H -4.841 -0.177 -6.601
H 5.343 -0.444 -3.709
H 4.705 -0.013 3.254
H -0.403 -3.481 -0.019
H -0.091 -0.977 4.915
H 3.094 -0.026 1.740
H 0.014 1.546 4.767
H -0.113 3.474 -0.427
H 3.533 -0.466 -5.360
H 6.063 -0.335 -1.351
H -1.688 -0.084 -2.612
H 6.985 -0.038 4.483
H -0.096 4.742 0.710
H -0.485 -4.604 1.258